The following is a quantum chemistry calculation of the ion CHClN4OP with charge -1 at a distorted geometry, from the OMol25 dataset.

- HOMO: -3.551 eV
- Net charge: -1
- Maximum force: 0.07395 hartree/bohr
- HOMO-LUMO gap: 7.223 eV

```
9
CHClN4OP (ωB97M-V/def2-TZVPD)
N -1.16 -0.26 -1.04
N -2.01 0.51 -0.82
N -1.90 1.57 0.00
N -0.74 1.48 0.64
C 0.08 0.53 0.50
P 1.66 -0.23 0.94
O 1.16 -1.75 0.73
Cl 2.44 0.07 -0.97
H 0.47 -1.93 0.01
```

The following is a quantum chemistry calculation of the molecule C4H7NS2 at a distorted geometry, from the OMol25 dataset.

- HOMO: -9.167 eV
- Maximum force: 0.06187 hartree/bohr
- HOMO-LUMO gap: 9.689 eV

```
14
C4H7NS2 (ωB97M-V/def2-TZVPD)
H 1.06 -3.91 -2.04
N 0.49 -3.13 -2.45
C 0.25 -2.12 -1.81
S -1.04 -1.06 -2.23
C -0.50 0.31 -1.21
C -0.24 -0.33 0.22
C 0.05 0.75 1.27
S 1.14 -1.49 -0.07
H -1.34 1.05 -1.05
H 0.44 0.70 -1.60
H -1.09 -0.84 0.54
H -0.15 0.23 2.27
H -0.25 1.85 1.23
H 1.16 0.93 1.13
```

The following is a quantum chemistry calculation of a cluster of 2 separate species, C2H6OS2 in total at a distorted geometry, from the OMol25 dataset.

- HOMO: -8.804 eV
- Maximum force: 0.04476 hartree/bohr
- HOMO-LUMO gap: 8.721 eV

```
11
C2H6OS2 (ωB97M-V/def2-TZVPD)
C -1.33 -1.49 -0.06
C -1.33 -1.28 1.26
O -0.90 -2.27 2.10
H -1.34 -0.67 -0.76
H -1.21 -2.50 -0.43
H -1.66 -0.34 1.73
H -1.15 -2.04 3.02
S 0.83 0.93 -1.88
S 0.74 1.47 0.24
H 2.01 1.61 -2.02
H 1.46 0.32 0.60
```

The following is a quantum chemistry calculation of the molecule C4H12N2 at a distorted geometry, from the OMol25 dataset.

- HOMO: -8.689 eV
- Maximum force: 0.10750 hartree/bohr
- HOMO-LUMO gap: 9.765 eV

```
18
C4H12N2 (ωB97M-V/def2-TZVPD)
C -2.02 -0.47 -0.38
C -0.71 0.31 -0.36
N -0.85 1.31 0.70
C 0.64 -0.40 -0.50
C 1.96 0.45 -0.38
N 0.57 -1.21 0.71
H -2.74 0.04 0.18
H -2.49 -0.75 -1.26
H -1.83 -1.38 0.27
H -0.84 0.78 -1.34
H -0.23 2.09 0.52
H -0.39 0.97 1.55
H 0.83 -0.94 -1.39
H 2.19 1.11 -1.21
H 2.71 -0.21 0.04
H 1.67 1.27 0.42
H 1.45 -0.98 1.30
H 0.08 -2.01 1.13
```

The following is a quantum chemistry calculation of a cluster of 2 separate species, C2H7NO in total at a distorted geometry, from the OMol25 dataset.

- HOMO (spin up / spin down): -15.982 / -15.972 eV
- ⟨S²⟩: 0.757
- Net charge: +1
- Maximum force: 0.05656 hartree/bohr
- HOMO-LUMO gap (spin up / spin down): 11.463 / 7.780 eV
- Spin multiplicity: 2

```
11
C2H7NO (ωB97M-V/def2-TZVPD)
N 2.17 0.29 0.44
H 2.02 -0.63 0.85
H 3.12 0.46 0.56
H 2.01 0.09 -0.55
C -2.28 -0.25 -0.53
C -0.95 -0.16 -0.13
O -0.58 0.76 0.66
H -2.67 -1.06 -1.13
H -3.05 0.46 -0.24
H -0.20 -0.83 -0.53
H 0.42 0.85 0.62
```

The following is a quantum chemistry calculation of a structure of composition C16H18ClN2RhS2, from the OMol25 dataset.

- HOMO: -7.587 eV
- Maximum force: 0.01298 hartree/bohr
- HOMO-LUMO gap: 6.617 eV

```
40
C16H18ClN2RhS2 (ωB97M-V/def2-TZVPD)
Rh 0.16 1.02 1.20
C 0.35 -1.49 -0.02
N 0.06 -0.99 1.36
C -1.31 -1.42 1.81
C -2.35 -0.31 1.68
N -2.16 0.42 0.44
C -2.69 -0.21 -0.76
C -2.45 1.83 0.42
C -3.61 2.34 0.99
C -3.87 3.70 0.96
C -2.96 4.55 0.33
C -1.80 4.04 -0.23
C -1.52 2.68 -0.21
S 0.05 2.08 -0.83
C 1.15 -1.47 2.22
C 1.07 -2.72 2.84
C 2.14 -3.19 3.57
C 3.30 -2.42 3.67
C 3.37 -1.19 3.05
C 2.30 -0.70 2.30
S 2.40 0.84 1.48
H 0.27 -2.58 -0.02
H -0.34 -1.04 -0.73
H 1.36 -1.19 -0.28
H -1.59 -2.30 1.22
H -1.26 -1.71 2.85
H -3.36 -0.76 1.78
H -2.21 0.38 2.50
H -3.78 -0.10 -0.80
H -2.26 0.26 -1.64
H -2.46 -1.27 -0.77
H -4.30 1.66 1.48
H -4.76 4.09 1.42
H -3.15 5.61 0.31
H -1.08 4.72 -0.68
H 0.18 -3.32 2.74
H 2.08 -4.15 4.06
H 4.14 -2.77 4.25
H 4.26 -0.58 3.14
Cl -0.31 1.67 3.42
```

The following is a quantum chemistry calculation of a structure of composition C5H4S at a distorted geometry, from the OMol25 dataset.

- HOMO (spin up / spin down): -5.931 / -9.787 eV
- ⟨S²⟩: 2.010
- Maximum force: 0.08165 hartree/bohr
- HOMO-LUMO gap (spin up / spin down): 6.529 / 6.919 eV
- Spin multiplicity: 3

```
10
C5H4S (ωB97M-V/def2-TZVPD)
C -1.07 -0.11 0.83
C -2.19 0.02 0.24
C 0.72 -0.64 -0.34
C -0.35 0.42 -0.79
C 0.42 0.04 1.03
S 0.42 1.76 0.12
H 0.33 -1.61 -0.53
H 1.67 -0.27 -0.80
H -0.75 0.48 -1.71
H 0.79 -0.09 1.95
```

The following is a quantum chemistry calculation of the ion C4H11N3 with charge +2 at a distorted geometry, from the OMol25 dataset.

- HOMO (spin up / spin down): -17.763 / -19.884 eV
- ⟨S²⟩: 2.007
- Net charge: +2
- Maximum force: 0.02618 hartree/bohr
- HOMO-LUMO gap (spin up / spin down): 10.216 / 8.816 eV
- Spin multiplicity: 3

```
18
C4H11N3 (ωB97M-V/def2-TZVPD)
C 0.86 -0.89 0.01
C -1.97 -1.29 -0.11
C -0.74 0.89 -0.29
C 1.59 1.43 0.12
N 0.58 0.36 -0.04
N 1.87 -1.66 0.02
N -1.89 0.08 0.30
H -2.04 -1.51 -1.16
H -2.09 -2.06 0.63
H -0.79 1.91 0.13
H -0.92 0.96 -1.37
H 2.59 0.99 0.15
H 1.54 2.10 -0.74
H 1.43 1.99 1.04
H 1.79 -2.65 0.26
H 2.82 -1.38 -0.26
H -2.74 0.59 -0.03
H -1.88 0.13 1.33
```

It is found that the relative energy (zero: lowest compared OMol25 entry of this formula, charge and spin) values, taken in the order of the records, are 68.22 24.71 20.22 49.00 13.59 38.66 71.05 0.00 kcal per mole.